Record 1
ORCA calculation (ωB97M-V/def2-TZVPD) on 11 unconnected molecules or ions with the total composition C35H89N11O11 in a non-equilibrium geometry.

```
! RIJCOSX wB97M-V def2-TZVPD def2/J DEFGRID3
* xyz 0 1
C -20.1608 4.9522 12.8332
C -21.1315 5.4066 13.9308
C -20.3447 5.3456 15.2493
C -21.6678 6.8056 13.5204
C -22.8565 7.1283 14.4411
C -24.0065 6.1465 14.3204
C -23.6202 4.7113 14.5992
C -23.5348 4.5092 16.1700
C -24.6967 3.7085 14.1117
N -22.3567 4.5231 13.9169
O -22.0055 3.1682 13.9817
H -19.5121 5.7397 12.5908
H -19.5879 4.0451 13.0263
H -20.7246 4.7790 11.9090
H -20.2475 4.2826 15.4304
H -19.3890 5.7969 14.9940
H -20.8543 5.8759 16.0342
H -20.7660 7.4597 13.5870
H -21.9750 6.8215 12.4883
H -22.4086 7.2500 15.4334
H -23.2314 8.1398 14.3691
H -24.3757 6.2074 13.2156
H -24.8123 6.5027 14.9662
H -22.7901 5.3386 16.5839
H -23.1509 3.4663 16.4451
H -24.5461 4.6963 16.6491
H -25.6958 3.9702 14.5803
H -24.3798 2.6660 14.3308
H -24.6768 3.7467 12.9924
H -22.0037 2.8755 13.0708
C -19.7211 -3.2550 9.3020
C -21.1537 -3.8498 9.0847
C -21.1619 -4.2798 7.6315
C -21.3337 -5.0508 9.9723
C -21.4956 -4.6233 11.3914
C -22.8391 -3.8847 11.5735
C -22.9068 -2.6039 10.7006
C -24.3629 -2.1258 10.4783
C -22.2480 -1.4739 11.4641
N -22.2737 -2.8809 9.3677
O -21.9293 -1.6369 8.7048
H -19.0226 -4.0826 9.1293
H -19.7117 -2.2950 8.7302
H -19.5720 -3.0869 10.3841
H -20.8850 -5.2787 7.4982
H -22.2045 -4.0953 7.2622
H -20.4738 -3.6175 7.0427
H -22.1870 -5.6459 9.6303
H -20.4202 -5.7326 9.9613
H -21.6789 -5.5824 11.9543
H -20.6744 -4.0600 11.8579
H -22.9970 -3.5936 12.6123
H -23.7055 -4.5948 11.2855
H -24.6720 -1.9749 11.4702
H -25.0168 -2.8317 9.9835
H -24.3789 -1.2444 9.8406
H -21.2984 -1.7444 11.8975
H -22.8810 -1.0652 12.2870
H -22.1695 -0.6079 10.8234
H -22.7397 -1.3942 8.2501
C -19.1272 0.1741 12.1175
C -17.6191 0.0205 12.3449
C -17.2249 -1.3550 11.8484
C -16.9170 1.0329 11.4656
C -17.1162 2.4461 11.9020
C -16.5335 2.5890 13.3165
C -17.0967 1.5578 14.2956
C -16.2012 1.4845 15.5529
C -18.5349 1.9849 14.7452
N -17.1240 0.1546 13.6603
O -17.6259 -0.7523 14.6267
H -19.7075 -0.3684 12.8666
H -19.3832 -0.1368 11.1256
H -19.4269 1.1874 12.1851
H -16.2006 -1.6363 12.2568
H -17.0542 -1.2331 10.7333
H -17.9445 -2.1488 11.9942
H -15.8760 0.8252 11.2919
H -17.3839 0.9677 10.4634
H -18.1484 2.7439 11.9592
H -16.6852 3.1327 11.2113
H -16.7693 3.5835 13.7434
H -15.4559 2.5480 13.3685
H -15.2998 0.8193 15.4393
H -15.9041 2.4877 15.8473
H -16.6801 1.0543 16.4388
H -18.9097 1.3373 15.5748
H -18.4775 3.0447 15.1317
H -19.2851 2.0644 13.9793
H -18.5607 -0.5403 14.7520
N -19.1762 1.6646 8.4139
C -18.9515 2.9468 8.9359
N -17.7027 3.4312 8.7659
O -19.8706 3.5323 9.5635
H -18.4806 1.3379 7.7163
H -20.1359 1.4428 8.3034
H -17.5125 4.3247 9.1979
H -16.9338 2.9236 8.3355
N -13.0798 2.6278 9.7718
C -13.6544 3.6553 10.5190
N -13.6319 3.5722 11.9241
O -14.2046 4.5894 9.9529
H -13.3309 2.4980 8.8221
H -12.9193 1.7892 10.2824
H -13.7738 4.5083 12.2942
H -12.8223 3.0970 12.3034
N -14.8599 4.8701 7.3022
C -15.0416 3.6748 6.6511
N -15.1771 3.6884 5.2868
O -15.0583 2.6076 7.2404
H -14.5021 4.7802 8.2660
H -14.5310 5.6868 6.7473
H -15.6628 2.8639 5.0123
H -15.4380 4.4840 4.7096
N -18.3489 6.4550 4.1463
C -17.2446 6.4279 4.9271
N -17.4652 6.4310 6.2480
O -16.1425 6.2608 4.4654
H -19.2479 6.4911 4.5440
H -18.1575 6.5600 3.1488
H -16.5986 6.2337 6.7268
H -18.0503 6.9810 6.7895
C -21.6979 4.6940 6.7243
O -20.6700 5.7007 6.7806
H -21.4799 3.8659 7.4905
H -22.6474 5.0726 7.0574
H -21.8482 4.4022 5.7307
H -19.7917 5.2931 6.8166
C -23.0315 3.7844 10.6358
O -22.2302 2.6864 11.0306
H -23.3408 4.3709 11.5347
H -22.4044 4.4695 9.9969
H -23.9302 3.4966 10.0774
H -21.3018 2.9067 10.7586
C -16.6199 -0.7262 7.9477
O -16.8774 0.1887 6.9314
H -15.8707 -0.4434 8.6595
H -17.5119 -1.1421 8.4321
H -16.2146 -1.6346 7.4937
H -16.2105 0.8368 6.8187
C -20.1743 7.2375 9.2517
O -19.2007 6.2774 8.8725
H -20.3633 7.1256 10.3182
H -19.6734 8.1912 9.0926
H -21.1154 7.2979 8.6542
H -19.5565 5.3945 9.0171
*
```

Values from the calculation:
Structure (SMILES)   CC1(C)CCCC(C)(C)N1O.CC1(C)CCCC(C)(C)N1O.CC1(C)CCCC(C)(C)N1O.NC(N)=O.NC(N)=O.NC(N)=O.NC(N)=O.CO.CO.CO.CO
LUMO energy   0.4 eV
Largest force on an atom   3.7 eV/Å
Highest occupied orbital energy   -7.74 eV
Frontier orbital gap   8.2 eV

=====

Record 2
ORCA calculation (ωB97M-V/def2-TZVPD) on 2 unconnected molecules or ions with the total composition C4H2O3 in a non-equilibrium geometry.

```
! RIJCOSX wB97M-V def2-TZVPD def2/J DEFGRID3
* xyz 0 3
C 0.1949 -0.8476 -1.0390
C -0.9745 -1.1522 -0.6306
C 1.9823 2.7213 0.6937
C -1.8419 -1.7509 0.1564
O 1.1303 -0.4097 -1.5874
O 1.0949 2.0051 0.7802
O 2.8605 3.4505 0.6374
H -1.5433 -2.4185 0.9571
H -2.9033 -1.5980 0.0322
*
```

Values from the calculation:
LUMO energy (alpha / beta)   0.5 / -2.2 eV
<S²>   2.02
Largest force on an atom   2.2 eV/Å
Highest occupied orbital energy (alpha / beta)   -7.14 / -10.64 eV
Frontier orbital gap (alpha / beta)   7.7 / 8.4 eV

=====

Record 3
ORCA calculation (ωB97M-V/def2-TZVPD) on a molecular structure, C8H27Mn2O8 in a non-equilibrium geometry.

```
! RIJCOSX wB97M-V def2-TZVPD def2/J DEFGRID3
* xyz 3 11
Mn 1.4414 -2.6617 2.4876
Mn -2.8840 -2.8846 -0.0248
C -0.2105 0.2848 -0.3062
C -0.2517 -1.0328 0.3918
O 0.5781 -1.2528 1.3058
O -1.2081 -1.8326 -0.0203
H 0.3815 0.3243 -1.2214
H 0.0885 1.0472 0.4082
H -1.2363 0.5269 -0.5971
C 0.6152 1.9873 3.1348
O 1.9985 1.6947 3.1610
H 0.0873 1.4637 3.9439
H 0.3905 3.0116 3.4498
H 0.2064 1.6557 2.1807
H 2.4384 2.0907 2.4014
C -2.5534 0.7820 2.8566
O -3.8542 0.5949 2.3243
H -2.2966 -0.0218 3.5628
H -1.8078 0.7402 2.0505
H -2.5056 1.7352 3.3672
H -3.9579 -0.2349 1.8597
C 2.3803 -3.7088 -0.4008
O 1.5362 -3.8919 0.7979
H 2.2607 -2.6992 -0.7912
H 3.4143 -3.9515 -0.1786
H 2.0619 -4.3959 -1.1837
H 0.6863 -4.2432 0.5078
C -1.5135 3.0757 -1.5238
O -2.3113 2.3526 -2.4594
H -1.9763 3.1344 -0.5233
H -0.5308 2.6474 -1.3507
H -1.4240 4.1281 -1.8051
H -3.2129 2.6727 -2.3521
C 3.3519 0.3033 -0.3659
O 3.4696 1.6405 -0.8101
H 3.3820 -0.3262 -1.2654
H 4.1149 0.0025 0.3608
H 2.3860 0.2506 0.1400
H 4.3729 1.8907 -1.0296
C -1.1022 -0.8678 -3.7127
O -1.6238 -1.9706 -4.4316
H -0.2350 -0.4520 -4.2119
H -1.8637 -0.0941 -3.5636
H -0.7923 -1.1272 -2.6793
H -2.2910 -2.3880 -3.8842
*
```

Values from the calculation:
LUMO energy (alpha / beta)   -14.3 / -14.4 eV
<S²>   30.01
Largest force on an atom   2.2 eV/Å
Highest occupied orbital energy (alpha / beta)   -17.16 / -17.15 eV
Frontier orbital gap (alpha / beta)   2.9 / 2.7 eV